The following is a quantum chemistry calculation of an isolated ion of composition C36H36N3 and charge +1, from OMol25.

```
75
Properties=species:S:1:pos:R:3:forces:R:3:lowdin_charge:R:1
C 1.89455 4.58692 5.16424 1.377 -0.291 -0.016 0.03
C 1.01614 4.72747 3.98492 -2.362 -0.567 -0.216 -0.20
C 1.16752 5.91401 3.11346 0.630 1.189 0.103 0.02
N -0.00865 3.92182 3.76092 0.829 1.746 0.081 0.05
C -1.14160 4.40861 3.00486 -0.003 0.613 -0.787 -0.24
C -2.16479 4.98818 3.75143 0.261 -0.158 0.192 -0.03
C -3.25012 5.57055 3.10584 0.312 -0.151 -0.196 -0.04
C -3.23149 5.64527 1.70594 0.048 0.149 -0.035 -0.05
C -2.17519 5.09885 0.96353 0.055 -0.107 0.168 -0.05
C -1.12192 4.43963 1.61255 -0.307 0.173 0.255 -0.01
C -0.06493 2.59565 4.34245 0.337 -1.987 0.948 -0.19
C -1.30978 1.80619 3.98657 -0.596 -0.489 0.031 -0.17
C -2.51550 2.08146 4.63272 -0.062 0.002 -0.063 -0.04
C -3.70508 1.45548 4.26437 -0.108 -0.229 -0.356 0.01
C -3.70548 0.50489 3.22550 0.442 0.192 0.099 -0.23
N -4.88615 -0.08571 2.68964 -0.246 0.933 -0.535 -0.10
C -5.01696 0.09449 1.22988 0.168 -0.139 0.381 -0.06
C -5.42377 -1.24350 3.27077 0.154 -0.698 0.292 -0.22
C -5.85711 -2.30250 2.44162 0.235 0.154 0.421 -0.03
C -6.36496 -3.46627 3.01932 -0.245 0.349 0.410 -0.08
C -6.51885 -3.55540 4.41141 0.197 0.029 -0.145 -0.10
C -6.05055 -2.52291 5.23994 0.010 0.121 -0.452 -0.08
C -5.47402 -1.37836 4.67961 -0.171 -0.275 -0.502 -0.02
C -2.48047 0.15663 2.64921 -0.151 -0.071 0.249 0.01
C -1.29981 0.75204 3.06620 0.125 0.355 -0.362 0.00
C 1.17054 1.85734 3.88757 0.262 0.056 -0.010 -0.25
C 1.90989 1.04898 4.75707 -0.223 0.424 -0.396 -0.02
C 3.06229 0.42854 4.30442 -0.394 -0.142 0.285 0.00
C 3.44644 0.50738 2.94408 -0.062 -0.383 0.141 -0.18
N 4.51259 -0.22970 2.45202 0.101 0.598 -0.278 -0.08
C 4.72020 -0.25306 1.00982 0.112 -0.048 0.007 -0.05
C 5.24877 -1.14601 3.23289 0.668 -0.616 0.536 -0.22
C 5.53589 -2.42397 2.70762 -0.223 0.169 0.414 -0.02
C 6.15229 -3.38816 3.50819 0.305 0.359 0.195 -0.07
C 6.54613 -3.08160 4.81910 -0.309 0.052 -0.013 -0.09
C 6.31167 -1.79766 5.33167 0.162 -0.075 -0.472 -0.08
C 5.73134 -0.81658 4.52197 -0.276 -0.285 -0.272 -0.05
C 2.65093 1.28266 2.07002 -0.105 0.139 -0.225 0.00
C 1.54801 1.97740 2.55232 0.211 -0.158 0.255 -0.04
H 2.86245 5.03748 4.90747 -0.169 -0.138 0.169 0.11
H 1.51308 5.18195 6.01268 -0.235 -0.112 -0.430 0.13
H 2.09927 3.56911 5.50942 -0.308 0.216 -0.174 0.09
H 2.01137 6.48494 3.50990 -0.136 0.088 -0.231 0.09
H 1.40614 5.66535 2.06805 -0.147 -0.230 0.379 0.12
H 0.29860 6.59156 3.08191 0.129 -0.472 0.123 0.12
H -2.05064 4.96358 4.84427 -0.357 0.129 -0.535 0.13
H -4.07666 5.96247 3.70159 0.271 0.021 -0.338 0.12
H -4.02486 6.19310 1.18897 0.234 -0.355 0.163 0.12
H -2.14984 5.19757 -0.12594 -0.115 -0.054 0.444 0.12
H -0.27280 4.01468 1.06728 -0.482 0.197 0.094 0.11
H -0.02157 2.68045 5.43332 -0.123 0.166 -0.012 0.16
H -2.49661 2.83151 5.42215 -0.291 -0.176 -0.100 0.11
H -4.65305 1.72726 4.72674 0.247 -0.062 -0.028 0.12
H -4.74722 1.12779 0.96430 -0.089 -0.374 0.182 0.10
H -4.35648 -0.59642 0.68153 -0.187 0.171 -0.090 0.08
H -6.05191 -0.09167 0.91805 0.258 0.079 0.165 0.10
H -5.73888 -2.22767 1.35540 -0.136 -0.121 0.543 0.10
H -6.66615 -4.28788 2.36691 0.023 0.209 0.282 0.11
H -6.98396 -4.43938 4.85066 0.204 0.252 -0.122 0.10
H -6.14690 -2.59818 6.32760 0.070 -0.029 -0.434 0.11
H -5.05809 -0.58461 5.30822 -0.298 -0.352 -0.192 0.10
H -2.46351 -0.60259 1.86411 0.077 0.173 0.341 0.13
H -0.37184 0.39693 2.63122 -0.092 0.172 0.017 0.11
H 1.56150 0.92508 5.79292 0.332 0.020 -0.437 0.13
H 3.61754 -0.16204 5.02967 -0.204 0.097 -0.455 0.10
H 5.69898 -0.69466 0.81206 -0.197 0.137 -0.032 0.10
H 3.94806 -0.84736 0.49956 0.121 0.138 -0.001 0.11
H 4.71381 0.76516 0.60335 0.094 -0.260 0.085 0.09
H 5.25024 -2.66518 1.67977 0.002 -0.012 0.473 0.11
H 6.34076 -4.38319 3.10178 -0.038 0.311 0.114 0.11
H 7.02321 -3.84455 5.44355 -0.235 0.323 -0.274 0.11
H 6.59684 -1.54428 6.35691 0.021 -0.106 -0.428 0.11
H 5.61591 0.20367 4.89939 0.065 -0.430 -0.158 0.12
H 2.85107 1.33068 0.99624 0.012 -0.038 0.554 0.10
H 0.93129 2.60028 1.88529 0.520 -0.512 0.209 0.11
```
Positions in Å, forces in eV/Å.

Values from the calculation:
LUMO = -3.63 eV
structure (SMILES) = CC(C)=[N+](c1ccccc1)C(c1ccc(N(C)c2ccccc2)cc1)c1ccc(N(C)c2ccccc2)cc1
gap between HOMO and LUMO = 6.0 eV
net charge = +1


The following is a quantum chemistry calculation of C36H36N3OP2RuS3 as an isolated structure, from OMol25.

```
82
Properties=species:S:1:pos:R:3:forces:R:3:lowdin_charge:R:1
Ru -0.00931 -1.15868 0.47420 0.454 -0.145 0.072 1.01
S 2.35958 -1.04789 -0.97246 -0.303 0.065 0.052 0.28
P 2.15192 0.74169 -0.07770 0.070 0.306 0.229 0.38
C 0.64828 0.87819 0.72474 -0.280 -0.549 -0.615 -0.65
P -0.86710 1.55743 0.31385 0.100 0.367 0.371 0.37
S -1.95262 0.38737 -0.89209 0.083 -0.155 0.034 0.31
C -1.69666 1.69287 1.93875 -0.053 0.102 -0.083 -0.34
C -1.07522 2.42445 2.95134 -0.037 -0.018 0.044 -0.09
C -1.62926 2.46975 4.22113 0.032 -0.002 -0.046 -0.08
C -2.80523 1.77637 4.49238 0.032 0.030 0.000 -0.09
C -3.42712 1.05269 3.48830 0.005 0.010 -0.055 -0.08
C -2.87716 1.01589 2.20969 -0.031 0.031 0.098 -0.11
C -0.79420 3.25007 -0.34525 0.070 0.030 -0.035 -0.33
C -1.74761 3.71149 -1.24878 0.043 0.077 0.029 -0.10
C -1.65938 5.00226 -1.75327 0.015 -0.025 0.021 -0.08
C -0.61471 5.83298 -1.36635 -0.024 -0.018 -0.011 -0.09
C 0.33941 5.37561 -0.46835 -0.006 -0.045 0.047 -0.08
C 0.24920 4.08705 0.04073 -0.045 0.094 0.024 -0.10
C 3.45814 0.90879 1.17370 0.124 0.038 -0.090 -0.35
C 4.79734 0.91495 0.77930 0.002 -0.076 0.039 -0.11
C 5.80550 0.99689 1.72732 -0.038 -0.006 -0.071 -0.08
C 5.48162 1.05664 3.07806 -0.044 -0.002 0.031 -0.09
C 4.15279 1.03292 3.47532 -0.034 0.009 -0.032 -0.08
C 3.13783 0.96426 2.52554 0.075 0.001 -0.026 -0.08
C 2.42913 2.06959 -1.28726 -0.007 0.121 0.031 -0.34
C 3.24526 3.16674 -1.02277 0.019 -0.019 -0.098 -0.09
C 3.32651 4.21326 -1.93566 0.015 -0.053 0.097 -0.09
C 2.57135 4.18131 -3.09702 -0.016 -0.017 -0.045 -0.09
C 1.74244 3.09580 -3.35844 -0.011 -0.080 0.056 -0.07
C 1.67693 2.03801 -2.46258 0.090 0.138 0.019 -0.10
H -0.14567 2.94488 2.74749 -0.022 -0.022 0.029 0.10
H -1.13774 3.03541 5.00448 -0.028 -0.027 -0.040 0.10
H -3.23033 1.80087 5.48920 0.019 -0.001 -0.048 0.10
H -4.34172 0.51010 3.69825 0.043 0.020 -0.024 0.10
H -3.35351 0.44925 1.42064 -0.013 -0.022 -0.011 0.06
H -2.54843 3.05331 -1.56076 0.000 -0.015 -0.014 0.07
H -2.40351 5.35784 -2.45601 0.024 -0.015 0.020 0.10
H -0.53889 6.83566 -1.77128 -0.019 -0.041 0.019 0.10
H 1.16134 6.01717 -0.17132 -0.040 -0.041 -0.019 0.11
H 1.00207 3.72149 0.72970 -0.003 0.013 -0.022 0.10
H 5.04609 0.83923 -0.27388 0.014 0.010 0.023 0.11
H 6.84365 1.00355 1.41620 -0.051 0.001 0.003 0.10
H 6.26930 1.11211 3.82043 -0.034 -0.003 -0.024 0.10
H 3.89956 1.06075 4.52835 0.006 0.004 -0.036 0.10
H 2.09764 0.92745 2.82393 -0.033 0.003 0.003 0.08
H 3.81678 3.20278 -0.10328 -0.006 0.044 -0.034 0.10
H 3.97167 5.06014 -1.73095 -0.022 -0.045 0.005 0.10
H 2.62670 5.00355 -3.80158 -0.014 -0.044 0.034 0.10
H 1.14543 3.07457 -4.26230 0.017 -0.005 0.030 0.11
H 1.03578 1.18695 -2.65892 -0.034 -0.014 -0.024 0.09
S 0.19312 -1.88326 2.91661 -0.135 -0.026 -0.082 0.53
C 0.81560 -3.33373 2.18280 -0.006 -0.036 -0.023 -0.79
C 1.16500 -4.50822 2.86210 0.015 -0.016 0.008 -0.10
C 1.58886 -5.59671 2.12996 -0.007 0.002 0.027 -0.08
C 1.67367 -5.51326 0.73955 0.027 -0.045 -0.001 -0.08
C 1.33894 -4.31643 0.14561 0.071 0.209 0.021 -0.16
N 0.93438 -3.25816 0.85031 -0.153 -0.217 0.016 -0.12
H 1.08398 -4.54122 3.94020 -0.002 -0.015 -0.034 0.10
H 1.85347 -6.51914 2.63349 -0.005 0.028 0.003 0.11
H 2.00281 -6.35083 0.13830 -0.018 0.044 0.045 0.10
H 1.41354 -4.17376 -0.92796 -0.037 0.013 0.037 0.10
C -0.63360 -2.32569 -2.97753 -0.105 -0.159 -0.077 -0.06
N -1.93911 -2.84560 -2.60580 -0.020 0.049 -0.032 -0.07
C -2.78595 -3.26625 -3.71555 0.093 -0.031 0.049 -0.16
C -4.23708 -3.32194 -3.29965 0.017 0.067 0.074 -0.15
C -4.33624 -4.17926 -2.05783 0.070 0.033 0.062 -0.16
N -3.47463 -3.63047 -1.02297 0.023 0.046 0.040 -0.08
C -3.83482 -3.89521 0.36378 0.043 -0.040 -0.173 -0.02
C -2.27137 -3.04442 -1.30136 -0.324 0.104 0.054 -0.49
O -1.53852 -2.69460 -0.36229 0.276 -0.103 -0.051 -0.14
H -0.75629 -1.57479 -3.75844 -0.005 0.013 0.000 0.09
H 0.01705 -3.12196 -3.35372 -0.031 -0.010 -0.016 0.10
H -0.14630 -1.85251 -2.13992 0.053 0.059 0.126 -0.01
H -2.46530 -4.24782 -4.08383 0.041 -0.020 -0.024 0.13
H -2.64396 -2.55542 -4.52933 0.016 0.048 -0.015 0.12
H -4.84441 -3.72889 -4.10721 -0.008 -0.024 0.000 0.12
H -4.59264 -2.31543 -3.06906 -0.025 0.000 -0.034 0.13
H -4.05958 -5.21424 -2.28904 -0.004 -0.062 0.012 0.13
H -5.35482 -4.19385 -1.67258 -0.034 0.014 0.030 0.12
H -4.90472 -3.72467 0.48843 0.011 0.006 -0.006 0.09
H -3.28641 -3.23124 1.01985 0.059 0.070 0.024 0.08
H -3.60852 -4.92680 0.64837 -0.002 -0.012 -0.020 0.10
```
Positions in Å, forces in eV/Å.

Values from the calculation:
spin multiplicity = 6
LUMO (spin up / spin down) = 0.56 / -0.60 eV
gap between HOMO and LUMO (spin up / spin down) = 6.8 / 6.6 eV


The following is a quantum chemistry calculation of C36H37AsN3OP2Se6V as an isolated structure, from OMol25.

```
87
Properties=species:S:1:pos:R:3:forces:R:3:lowdin_charge:R:1
V -1.43005 1.39116 -2.69770 -1.499 0.446 -2.158 -0.40
Se -1.80315 2.89086 3.87210 -0.106 0.258 0.081 0.30
P -0.55175 1.42046 3.07000 0.363 -0.080 0.538 0.52
C -0.99135 -0.28134 3.52910 0.036 0.031 0.040 -0.36
C -1.88525 -0.51944 4.55870 0.122 0.147 0.009 -0.09
C -2.25275 -1.81864 4.86400 -0.028 -0.184 0.009 -0.08
C -1.73125 -2.87474 4.13490 -0.082 -0.071 0.087 -0.09
C -0.82925 -2.63544 3.10910 0.090 -0.161 -0.079 -0.08
C -0.45735 -1.34214 2.80420 0.022 0.032 0.097 -0.10
C 1.12665 1.62576 3.78190 -0.211 -0.004 -0.138 -0.36
C 1.63145 2.91636 3.91940 -0.066 0.026 -0.018 -0.14
C 2.85255 3.12736 4.53150 0.092 0.030 0.034 -0.08
C 3.56845 2.05426 5.03910 0.068 -0.041 -0.030 -0.08
C 3.05205 0.77266 4.94120 0.165 -0.020 0.107 -0.09
C 1.83815 0.55466 4.31610 -0.117 0.023 -0.099 -0.10
C -0.66485 1.24056 1.28300 0.198 0.128 -0.200 -0.39
C -0.15865 1.38846 -0.02040 -0.314 -0.323 0.410 -0.39
N -1.18615 1.02626 -0.82980 0.797 -0.220 2.526 -0.31
N -2.21485 0.67186 -0.09950 -0.529 -0.026 0.331 -0.02
N -1.93055 0.80506 1.16430 -0.409 -0.192 -0.297 -0.01
P 1.36575 1.62756 -0.92580 0.474 0.353 0.260 0.70
Se 1.06705 1.32006 -3.00580 0.581 -0.058 -0.432 0.49
C 2.06095 3.27886 -0.56520 -0.058 -0.343 -0.014 -0.32
C 2.39185 3.65296 0.73170 -0.035 -0.116 -0.115 -0.07
C 2.91875 4.90806 0.97150 0.014 0.008 0.154 -0.08
C 3.10065 5.80076 -0.07110 -0.010 0.009 0.005 -0.08
C 2.75365 5.43506 -1.36040 0.089 0.103 0.052 -0.07
C 2.23895 4.17696 -1.61070 -0.052 -0.215 -0.201 -0.12
C 2.47165 0.32266 -0.27350 -0.067 -0.033 0.080 -0.30
C 2.71265 0.17876 1.09090 -0.035 0.206 -0.271 -0.08
C 3.43235 -0.90144 1.56110 0.083 -0.076 0.194 -0.08
C 3.89825 -1.86814 0.68640 -0.042 0.014 -0.161 -0.08
C 3.65915 -1.73404 -0.67400 0.194 -0.188 0.256 -0.08
C 2.95915 -0.64444 -1.15030 -0.076 0.337 -0.171 -0.13
H -2.29525 0.32246 5.09950 -0.058 0.049 0.015 0.06
H -2.95735 -2.00814 5.66140 -0.050 0.000 0.045 0.10
H -2.03265 -3.88894 4.35760 -0.017 -0.057 0.032 0.10
H -0.42335 -3.45784 2.53590 0.014 -0.063 -0.024 0.10
H 0.24155 -1.15364 1.99860 -0.004 -0.005 -0.097 0.10
H 1.04565 3.75436 3.56460 -0.033 0.015 -0.018 0.08
H 3.24085 4.13136 4.63130 0.013 0.061 -0.016 0.10
H 4.52715 2.21506 5.51070 0.049 0.028 0.079 0.10
H 3.59215 -0.06354 5.36460 0.046 -0.037 0.001 0.10
H 1.44655 -0.45014 4.24800 -0.024 -0.019 0.007 0.10
H 2.23615 2.97896 1.56050 0.039 -0.024 -0.011 0.07
H 3.18575 5.18756 1.97930 0.011 0.051 0.138 0.09
H 3.50515 6.78256 0.12700 0.034 0.089 0.001 0.10
H 2.88375 6.13346 -2.17280 -0.026 0.044 -0.108 0.11
H 1.96635 3.88896 -2.61980 -0.065 0.022 0.059 0.05
H 2.33535 0.90326 1.79520 -0.002 0.025 0.025 0.07
H 3.62145 -0.98684 2.62080 0.003 -0.034 0.109 0.09
H 4.43985 -2.72284 1.06160 0.074 -0.095 0.041 0.10
H 4.01865 -2.48644 -1.35970 0.036 -0.055 -0.097 0.10
H 2.77705 -0.52554 -2.21240 -0.035 -0.069 0.082 0.04
Se -1.87955 1.66036 -5.15690 0.071 -0.291 -0.795 -0.04
Se -2.33655 3.92636 -5.38880 -0.085 0.412 0.025 -0.12
Se -0.88155 4.90096 -3.83360 0.083 0.105 -0.416 -0.12
Se -1.48635 3.77736 -1.91050 -0.162 0.646 0.376 0.06
C -3.48025 -1.94914 -2.63830 -0.060 -0.062 0.009 -0.27
As -1.73895 -1.10524 -2.87470 0.244 -0.957 -0.486 1.14
C -1.29035 -1.83044 -4.63300 0.034 -0.081 -0.104 -0.30
C -0.62105 -2.28684 -1.69220 -0.044 0.441 -0.019 -0.28
C -0.88325 -3.72164 -1.93880 -0.070 -0.291 -0.111 -0.32
C -0.19545 -4.41564 -2.93380 0.107 0.047 0.152 -0.07
C -0.51165 -5.72714 -3.23710 0.013 -0.066 -0.105 -0.09
C -1.52515 -6.37634 -2.55300 -0.017 -0.110 0.019 -0.11
C -2.20025 -5.71104 -1.54340 -0.093 -0.051 0.019 -0.09
C -1.88625 -4.39774 -1.24530 0.131 0.047 0.156 -0.08
H -3.40985 -3.02854 -2.79070 -0.010 0.127 -0.012 0.02
H -4.17105 -1.52204 -3.36700 0.094 0.059 0.056 0.03
H -3.85555 -1.74264 -1.63450 0.029 0.032 -0.061 0.03
H -1.45715 -2.90734 -4.70530 0.013 0.077 0.036 0.02
H -0.24715 -1.59524 -4.86630 -0.124 -0.029 0.066 0.03
H -1.91565 -1.31314 -5.36690 0.050 -0.024 0.120 0.00
H -0.86955 -2.01044 -0.66150 0.059 0.085 -0.126 0.07
H 0.42605 -2.02814 -1.88870 -0.197 0.087 0.035 0.06
H 0.60645 -3.91864 -3.46300 0.018 0.064 -0.083 0.11
H 0.02735 -6.24254 -4.02010 0.050 -0.031 -0.037 0.10
H -1.78205 -7.39584 -2.79760 -0.012 -0.114 -0.023 0.09
H -2.98425 -6.21364 -0.99300 -0.033 -0.022 0.029 0.10
H -2.41685 -3.88334 -0.45400 -0.055 0.055 0.017 0.11
C -4.77705 1.90776 -2.90550 -0.311 0.298 -0.403 -0.15
O -3.70805 1.16956 -2.34990 0.313 -0.057 0.627 -0.30
H -4.79905 2.93766 -2.53650 0.112 -0.078 -0.051 0.08
H -5.73335 1.41956 -2.68520 0.060 -0.002 0.028 0.08
H -4.62445 1.91846 -3.98670 0.018 0.071 0.140 0.04
H -3.75995 1.18296 -1.37610 0.119 -0.115 -0.228 0.07
```
Positions in Å, forces in eV/Å.

Values from the calculation:
spin multiplicity = 4
LUMO (spin up / spin down) = 2.11 / 2.11 eV
gap between HOMO and LUMO (spin up / spin down) = 5.5 / 5.8 eV
net charge = -1


It is found that the DFT total energy values, taken in the order of the records, are -1557.4299; -3605.1158; -19904.8099 hartree.